No. 1
60
Properties=species:S:1:pos:R:3:forces:R:3 method="wB97M-V/def2-TZVPD" homo_energy_ev=-5.80 energy_ha=-4832.89938 fmax_ev_per_a=1.2 lumo_energy_ev=2.1 total_charge=-1 homo_lumo_gap_ev=7.91
K -0.7327 -0.3043 0.0042 1.1 -0.4 -0.3
C 3.1090 -1.2549 0.4010 0.0 0.0 0.0
N 2.3161 -1.7230 -0.7247 0.0 0.0 0.0
C 2.1537 -3.1617 -0.6781 0.1 0.0 -0.1
C 1.2830 -3.6505 0.4595 0.1 -0.1 0.0
C 1.4281 -4.9530 0.9276 0.0 0.1 0.0
C 0.5686 -5.4023 1.9163 0.0 0.0 0.0
C -0.3947 -4.5369 2.4087 0.0 0.0 0.0
C -0.4588 -3.2490 1.8941 0.0 0.0 0.0
N 0.3674 -2.8183 0.9383 -0.1 0.0 -0.1
C 2.8355 -1.2634 -2.0000 0.0 -0.1 0.0
C 2.3411 0.1008 -2.4262 0.0 0.1 -0.1
C 3.2331 1.0742 -2.8551 0.0 0.0 0.0
C 2.7367 2.2836 -3.3182 0.0 0.0 0.0
C 1.3685 2.4756 -3.3315 -0.1 0.0 0.0
C 0.5503 1.4476 -2.8729 -0.1 0.2 0.0
N 1.0208 0.2853 -2.4368 0.0 -0.1 0.1
C 3.0703 0.2407 0.5844 0.1 0.1 0.0
C 4.2207 1.0148 0.5008 0.0 0.0 0.0
C 4.1199 2.3864 0.6850 0.0 0.0 0.0
C 2.8770 2.9347 0.9452 0.0 0.0 0.0
C 1.7830 2.0792 1.0204 0.0 0.2 0.0
N 1.8790 0.7691 0.8526 -0.2 -0.1 -0.1
H 4.1616 -1.5813 0.3003 0.0 0.0 0.0
H 2.7029 -1.7078 1.3068 0.0 0.0 0.0
H 3.1276 -3.6854 -0.6247 0.0 0.0 0.0
H 1.6803 -3.4786 -1.6112 0.0 0.0 0.0
H 2.1999 -5.5939 0.5193 0.0 0.0 0.0
H 0.6517 -6.4122 2.2988 0.0 0.0 0.0
H -1.0884 -4.8412 3.1800 0.0 0.0 0.0
H -1.1914 -2.5191 2.2337 0.0 0.0 0.0
H 2.5116 -1.9637 -2.7737 0.0 0.0 0.0
H 3.9398 -1.2679 -2.0118 0.0 0.0 0.0
H 4.2985 0.8854 -2.8112 0.0 0.0 0.0
H 3.4109 3.0622 -3.6534 0.0 0.0 0.0
H 0.9224 3.4011 -3.6670 0.0 0.0 0.0
H -0.5250 1.5825 -2.8330 0.0 0.0 0.0
H 5.1720 0.5450 0.2844 0.0 0.0 0.0
H 4.9993 3.0152 0.6208 0.0 0.0 0.0
H 2.7403 3.9972 1.0899 0.0 0.0 0.0
H 0.7892 2.4598 1.2302 0.0 0.0 0.0
O -1.7050 1.9004 2.4219 0.2 0.3 0.2
As -2.9173 0.6106 2.5371 -0.4 0.6 -0.9
O -3.5614 0.6161 4.0299 0.0 -0.2 0.4
O -2.2147 -0.7085 1.8515 -0.2 -0.6 0.5
C -4.3513 1.2896 1.3214 0.1 0.0 0.2
C -5.5527 1.4357 2.0141 0.0 0.0 0.1
C -6.7149 1.8918 1.4078 0.0 0.0 -0.1
C -6.6923 2.2311 0.0666 0.1 0.0 0.1
C -5.5057 2.1043 -0.6404 -0.1 0.1 -0.2
C -4.3463 1.6357 -0.0380 0.2 0.0 -0.2
S -2.9326 1.5163 -1.1681 -0.2 0.0 0.2
O -2.7411 0.0910 -1.4279 -0.3 0.2 -0.2
O -3.2858 2.2838 -2.3465 0.0 0.0 0.1
O -1.7815 2.0869 -0.4401 -0.1 0.1 0.1
H -1.6586 2.1998 1.5000 -0.1 -0.1 -0.2
H -5.5507 1.1850 3.0684 0.0 0.0 0.0
H -7.6249 1.9844 1.9885 0.0 0.0 0.0
H -7.5808 2.5972 -0.4332 0.0 0.0 0.0
H -5.4614 2.3765 -1.6857 0.0 0.0 0.0

No. 2
111
Properties=species:S:1:pos:R:3:forces:R:3 method="wB97M-V/def2-TZVPD" spin_multiplicity=5 s2=6.1406 homo_energy_ev="-8.53 / -9.74" energy_ha=-5146.19461 fmax_ev_per_a=3.6 lumo_energy_ev="-2.7 / -3.9" total_charge=+1 homo_lumo_gap_ev="5.88 / 5.80"
Rh 0.2263 0.7814 -0.5935 -0.2 0.5 0.0
C -4.2510 -0.1153 -1.2436 0.3 0.5 0.4
C -3.7832 1.3204 -0.9201 -0.2 -0.2 -0.2
C -4.7145 2.3512 -1.5922 0.2 0.3 0.3
P -1.9994 1.7064 -1.2362 0.1 0.0 -0.4
C -1.6866 2.1229 -3.0239 -0.4 0.1 -0.2
C -2.4394 1.1998 -4.0063 0.5 0.2 0.2
C -1.9414 3.6025 -3.3236 0.1 0.0 0.0
C -1.7325 3.1794 -0.2581 1.2 0.9 0.5
C -2.6400 3.8362 0.5688 0.6 0.4 0.3
C -2.1842 4.8270 1.4436 0.3 0.0 0.0
C -0.8232 5.1949 1.4974 -0.9 -0.4 -0.2
C 0.0976 4.5534 0.6870 -0.5 0.1 -0.6
C -0.3453 3.5437 -0.1829 -1.4 0.8 0.9
N 0.5356 2.7800 -0.8940 -0.2 -2.1 -0.1
C 1.4670 3.2779 -1.7563 0.7 0.2 -0.6
C 1.6217 4.6590 -2.0025 0.6 -0.5 -0.4
C 2.5913 5.0884 -2.9008 0.1 -1.0 -0.1
C 3.3760 4.1508 -3.6015 -0.2 -0.2 0.3
C 3.2100 2.7719 -3.3895 -0.3 1.2 0.1
C 2.2772 2.3395 -2.4495 -0.3 0.3 0.0
P 2.0455 0.6182 -1.9544 0.9 0.5 -0.3
C 3.6193 0.2865 -0.9865 -0.5 -0.1 0.7
C 3.7833 1.3547 0.1523 0.0 -0.7 -0.9
C 4.8943 0.1736 -1.8281 -0.3 0.3 0.0
C 2.1946 -0.4290 -3.4680 -0.4 -0.1 0.1
C 2.0104 -1.9110 -3.1100 0.0 0.4 0.0
C 1.1779 0.0061 -4.5305 0.4 -0.1 -0.1
H -5.3100 -0.1724 -1.0192 -0.3 0.0 0.0
H -3.7433 -0.8570 -0.6342 0.2 -0.1 0.0
H -4.1128 -0.3700 -2.2847 0.1 0.0 -0.2
H -3.8723 1.4714 0.1650 0.1 -0.1 -0.1
H -4.8497 2.1540 -2.6451 0.0 -0.1 -0.3
H -4.3756 3.3888 -1.4946 0.0 -0.2 0.0
H -5.6904 2.2958 -1.1183 -0.2 -0.1 0.0
H -0.6089 1.9790 -3.1567 -0.1 -0.3 0.1
H -3.4897 1.4649 -4.0897 -0.1 0.0 0.0
H -2.3369 0.1579 -3.7055 0.0 0.0 -0.1
H -1.9836 1.3288 -4.9917 -0.1 -0.1 0.0
H -2.9907 3.8700 -3.2368 -0.1 0.0 0.1
H -1.6401 3.8115 -4.3514 0.1 0.0 0.0
H -1.3625 4.2433 -2.6568 0.0 0.0 -0.1
H -3.6915 3.5895 0.5608 0.0 0.0 0.0
H -2.8925 5.3254 2.0995 0.1 0.0 -0.1
H -0.5216 5.9809 2.1721 0.1 0.1 0.1
H 1.1409 4.8541 0.6348 -0.1 -0.2 0.4
H 1.0100 5.3595 -1.4685 -0.2 0.3 0.0
H 2.7371 6.1428 -3.0842 0.0 0.1 0.0
H 4.1221 4.5072 -4.2964 0.0 0.0 -0.1
H 3.7695 2.0677 -3.9878 0.1 -0.1 0.0
H 3.4684 -0.6965 -0.5038 -0.1 0.3 -0.1
H 4.1800 2.2781 -0.2576 0.0 0.2 -0.1
H 4.5031 0.9560 0.8589 0.1 0.1 0.2
H 2.8529 1.5923 0.6633 -0.1 -0.1 0.1
H 5.0429 1.0504 -2.4658 0.0 -0.1 0.1
H 4.9269 -0.7312 -2.4277 -0.1 0.0 -0.2
H 5.7350 0.1078 -1.1498 0.3 0.1 0.2
H 3.2166 -0.3178 -3.8586 -0.2 0.3 0.2
H 0.9786 -2.1093 -2.8322 -0.1 0.0 0.1
H 2.6723 -2.2173 -2.3003 0.0 -0.1 0.1
H 2.2457 -2.4979 -3.9898 0.0 -0.3 -0.1
H 0.1671 -0.2082 -4.1983 -0.2 0.1 0.1
H 1.3613 -0.5713 -5.4361 0.0 -0.1 -0.1
H 1.2788 1.0590 -4.8024 -0.1 0.0 0.1
C 2.2092 -3.3895 6.5331 0.3 -1.2 -0.2
O 2.3074 -4.7486 5.9962 -0.6 1.0 -0.1
C 1.4884 -5.0961 4.9489 0.1 -0.1 -0.1
C 0.4630 -4.2724 4.4408 0.2 -1.0 0.1
C -0.3059 -4.7101 3.3503 0.9 -1.0 -0.5
C 0.0671 -5.9177 2.6992 0.5 -0.8 -0.6
C 1.0668 -6.7899 3.2851 -0.8 1.0 -0.5
C 1.7697 -6.3876 4.3877 -0.6 1.1 0.5
N -0.2516 -6.3163 1.3637 -0.4 1.6 1.1
N -1.1578 -5.6485 0.6729 1.0 0.8 -0.3
C -0.9582 -4.4600 -0.0268 -1.2 -1.7 0.7
C -2.0129 -4.2011 -0.9674 0.6 -0.1 0.6
C -2.1265 -3.0074 -1.6334 1.5 1.0 0.9
C -1.2259 -1.9253 -1.2820 0.0 -0.6 -0.4
O -1.2489 -0.7856 -1.8819 0.2 0.1 0.3
C -0.1970 -2.1620 -0.2747 -0.7 -0.2 0.2
N 0.5036 -1.0810 0.1655 0.8 -1.1 0.7
C 1.4651 -1.2647 1.0920 -0.6 0.1 -0.3
C 1.8921 -2.5313 1.4719 -0.2 -0.5 -0.2
C 1.2203 -3.6498 0.9958 0.0 0.5 0.1
C 0.0298 -3.4608 0.2814 -0.2 0.1 -1.0
H 2.9617 -3.3644 7.3235 -0.2 0.0 -0.1
H 1.2245 -3.1931 6.9644 0.0 -0.1 -0.1
H 2.4646 -2.6551 5.7645 -0.1 -0.1 0.0
H 0.2489 -3.3288 4.9227 0.0 0.0 0.0
H -1.0839 -4.1024 2.9119 -0.1 0.0 0.1
H 1.2638 -7.7119 2.7441 0.0 0.1 0.3
H 2.5136 -6.9912 4.8943 0.0 0.0 -0.2
H -2.7107 -5.0240 -1.1121 0.1 0.2 -0.1
H -2.8450 -2.8211 -2.4090 -0.3 0.0 -0.1
H 1.9077 -0.3837 1.5546 -0.1 0.0 -0.4
H 2.7244 -2.6540 2.1511 0.1 0.1 -0.1
H 1.6082 -4.6423 1.1627 -0.1 0.0 0.3
C -0.3974 0.9604 4.5189 0.5 0.1 -0.4
As -1.4488 0.5499 2.9479 1.0 1.0 -2.1
C -3.2216 1.2943 3.2773 0.1 0.3 -0.9
C -1.7076 -1.3518 2.8292 0.3 0.1 -0.4
O -0.6406 1.2106 1.4967 -1.6 -1.2 3.0
H -0.8506 0.6318 5.4487 -0.3 -0.1 0.0
H -0.2471 2.0405 4.5348 -0.1 0.0 0.0
H 0.5892 0.4944 4.4239 -0.2 0.0 -0.1
H -3.5499 1.2625 4.3153 0.2 -0.3 0.0
H -3.9549 0.8026 2.6136 0.4 0.1 0.4
H -3.1459 2.3383 2.9687 -0.1 0.0 0.0
H -2.4148 -1.7253 3.5631 0.0 0.1 0.2
H -0.7343 -1.8243 2.9403 0.0 -0.1 0.1
H -2.0755 -1.5640 1.8230 0.0 0.0 0.0

No. 3
59
Properties=species:S:1:pos:R:3:forces:R:3 method="wB97M-V/def2-TZVPD" spin_multiplicity=2 s2=0.7732 homo_energy_ev="-13.20 / -13.19" energy_ha=-1305.26359 fmax_ev_per_a=2.9 lumo_energy_ev="-5.3 / -8.7" total_charge=+1 homo_lumo_gap_ev="7.85 / 4.51"
C 1.0366 3.6949 0.7959 2.1 0.2 0.1
C -0.1764 2.7462 0.8756 0.0 1.6 -1.5
C -1.0591 2.7369 -0.1453 1.7 0.2 -0.7
C -0.3582 0.6272 2.0897 -0.4 -0.1 2.9
C -0.3820 2.0171 2.1166 -0.6 -0.2 -0.8
C -0.7470 2.6884 3.3200 0.6 0.7 -0.9
C -1.5769 3.7367 3.1886 0.1 2.3 0.5
C -0.6728 -0.0403 3.4149 2.0 -1.5 -1.2
H 1.1829 4.4051 -0.0336 -1.1 -0.7 -0.5
H 1.0377 4.4350 1.5921 -0.1 -0.3 0.7
H 2.0665 3.1931 0.7861 -1.6 0.5 0.6
H -2.0362 2.3156 -0.1215 -0.5 -0.6 0.1
H -0.7364 3.1720 -1.1159 -0.6 0.0 0.9
H -0.0732 0.0525 1.2367 -0.1 -0.3 -0.6
H -0.2501 2.4208 4.2300 -0.4 -0.2 0.6
H -1.9137 4.1957 2.2537 0.0 -0.9 0.0
H -1.8264 4.4071 4.0120 -0.1 -0.7 0.3
H 0.0025 0.3300 4.2098 -0.3 0.1 -0.3
H -1.6695 0.1205 3.7499 -0.9 0.2 0.3
H -0.4637 -1.1261 3.3322 -0.5 0.7 0.2
H 5.2511 -0.6197 1.2470 -0.4 -0.3 0.0
H 3.7532 -0.9253 1.4714 -0.1 0.4 -0.1
O 4.6103 -1.3378 1.3895 0.6 0.0 0.0
H 0.8933 -4.2377 0.1981 -0.5 -0.2 0.6
H 2.0437 -5.1443 0.8187 -0.4 -0.2 0.5
O 1.7807 -4.5678 0.1100 0.9 0.3 -1.2
H 1.9969 -0.7171 -0.9370 -0.8 -0.4 -0.7
H 0.6738 -1.6069 -1.0408 0.5 0.2 -0.5
O 1.2290 -0.9526 -1.5130 0.1 0.1 1.2
H -2.8913 2.8826 -3.4529 0.8 -0.4 -0.8
H -3.4791 2.6938 -2.2075 -0.3 -0.5 0.8
O -2.7785 2.2705 -2.7139 -0.5 0.9 -0.1
H 1.7920 1.2250 1.2817 0.3 0.1 -0.4
H 1.5655 1.4251 -0.2231 -0.4 0.0 -0.4
O 2.1894 1.0847 0.4122 0.7 -1.0 0.7
H 0.7464 -2.1861 2.2467 -0.3 -0.7 -0.2
H 1.3853 -1.6536 1.0557 0.3 -0.3 -0.6
O 0.6519 -2.2397 1.2816 0.2 1.1 0.8
H 2.2436 2.3045 -2.6748 0.4 -0.3 -0.7
H 1.8843 3.0489 -1.4364 0.4 0.5 -0.5
O 2.3540 3.1763 -2.2794 -0.7 -0.3 0.9
H -3.3803 -1.8117 1.3521 0.3 0.0 2.2
H -2.7435 -1.1752 2.6439 -0.2 0.0 -0.2
O -3.2172 -1.9518 2.3417 -0.4 -0.2 -1.5
H -2.0707 -3.2544 -1.4618 -0.3 -0.2 -0.6
H -0.8922 -3.9115 -2.2366 -0.2 0.2 -0.4
O -1.1892 -3.6275 -1.3743 0.3 0.3 1.1
H 1.0691 -4.0050 -2.9058 0.8 -0.2 0.7
H 1.8244 -2.5885 -3.0088 0.0 -0.5 0.6
O 1.1990 -3.2032 -3.3976 -0.7 0.5 -1.3
H -3.1471 -1.7621 -3.3793 -0.5 -0.5 -0.2
H -3.3385 -1.1637 -2.0680 -0.8 -0.7 0.1
O -3.7101 -1.9076 -2.6006 1.4 1.2 0.2
H -2.2785 0.0340 0.1565 -0.5 -2.3 -0.7
H -2.0557 -1.5742 -0.1173 0.8 0.2 0.1
O -2.6871 -0.8508 -0.1148 0.0 2.2 0.2
H 1.7009 -0.1743 -3.1625 -0.1 -0.9 -0.5
H 2.9077 -0.2630 -4.2679 -0.4 -0.6 -0.4
O 2.5025 0.1888 -3.5384 0.5 1.7 0.8

No. 4
18
Properties=species:S:1:pos:R:3:forces:R:3 method="wB97M-V/def2-TZVPD" homo_energy_ev=-4.38 energy_ha=-1057.14159 fmax_ev_per_a=1.2 lumo_energy_ev=2.6 total_charge=-1 homo_lumo_gap_ev=7.03
N -2.9346 -0.7960 -1.5751 0.0 0.2 -0.2
P -1.6854 -0.0863 -2.3185 -0.4 -0.7 0.9
Al 0.3601 -0.5785 -1.1789 0.7 0.3 0.4
C 0.6297 1.0310 0.0601 -0.3 -0.7 -0.2
C 1.3507 0.7536 1.3922 -0.4 0.2 -0.8
C 0.5217 -0.1650 2.2790 0.4 0.3 0.2
I 1.7167 -1.7547 3.1103 -0.2 0.0 0.0
H -2.5476 -1.3684 -0.8314 0.0 -0.1 0.0
H -1.8969 1.3197 -2.3403 0.1 0.0 -0.5
H -1.6540 -0.3862 -3.7072 -0.1 0.4 -0.1
H 0.1295 -1.9038 -0.2919 -0.3 -0.1 0.0
H 1.5977 -0.8166 -2.1840 0.0 0.1 -0.2
H -0.3714 1.3972 0.2905 -0.2 0.2 0.0
H 1.1244 1.8236 -0.4962 0.2 0.2 0.0
H 1.4968 1.6957 1.9124 0.3 0.1 0.3
H 2.3168 0.3157 1.1829 0.3 0.0 0.1
H 0.1524 0.3639 3.1432 -0.2 0.0 0.3
H -0.3086 -0.5948 1.7435 -0.1 -0.5 -0.1

No. 5
17
Properties=species:S:1:pos:R:3:forces:R:3 method="wB97M-V/def2-TZVPD" smiles="C=NN1[C@@H]2CNC[C@@H]21" homo_energy_ev=-9.00 energy_ha=-360.07739 fmax_ev_per_a=3.1 lumo_energy_ev=1.2 total_charge=0 homo_lumo_gap_ev=10.16
C -2.9315 -0.1288 0.5470 -0.7 0.4 0.4
N -2.1055 0.1735 -0.3398 1.7 -0.4 0.0
N -0.7349 0.0141 0.1842 -2.8 -0.3 1.3
C 0.1168 -0.5584 -0.8040 1.9 -1.4 -0.1
C 1.3581 -1.1801 -0.1184 -0.2 0.9 -0.1
N 1.8511 -0.0987 0.7676 0.1 0.0 -0.4
C 1.4734 1.1576 0.1237 -0.7 -0.8 -1.9
C 0.0856 0.8861 -0.5610 2.0 0.8 -1.7
H -2.6122 -0.4040 1.5621 -0.4 -0.1 -0.3
H -3.9603 0.0258 0.2300 -0.1 -0.3 0.5
H -0.2065 -1.1080 -1.6498 -0.9 0.1 -0.7
H 2.1733 -1.4047 -0.8456 -0.8 -0.1 0.3
H 1.0443 -2.0691 0.4541 0.5 0.3 -0.2
H 1.3309 -0.1311 1.6194 -0.3 -0.2 0.6
H 1.3851 1.9452 0.8092 0.3 1.1 1.1
H 2.2111 1.3848 -0.6829 -0.6 0.1 0.6
H -0.4786 1.4959 -1.2957 0.9 0.0 0.7

No. 6
15
Properties=species:S:1:pos:R:3:forces:R:3 method="wB97M-V/def2-TZVPD" homo_energy_ev=-8.24 energy_ha=-631.30267 fmax_ev_per_a=9.3 lumo_energy_ev=0.8 total_charge=0 homo_lumo_gap_ev=9.01
C 2.0664 -0.0556 -0.0369 3.4 1.1 1.9
C 0.6184 -0.3650 -0.0882 1.9 4.4 0.9
C 0.2737 -1.5909 -0.0586 -1.0 -4.7 2.3
C -1.6759 -0.0245 0.2734 -3.1 -2.8 4.3
C -1.7041 1.4791 0.0541 -0.5 -2.5 -8.9
C -0.5971 0.4977 -0.3241 5.3 1.5 -4.7
H 2.5506 -0.0028 1.4133 -1.4 0.3 -4.3
H 2.3918 1.0666 -0.6300 -0.8 -3.8 1.9
H 2.6366 -1.0622 -0.3822 -0.9 3.0 0.5
H 1.0161 -2.3067 0.4737 -1.6 0.5 -1.8
H -1.4625 -0.0491 1.3545 -0.2 -0.3 -0.1
H -2.0355 1.7703 -1.1295 0.3 -0.3 3.6
H -1.9438 2.2273 0.6676 -0.3 2.3 3.1
H -0.6273 0.2823 -1.4753 -0.6 1.1 1.5
S -1.5074 -1.8666 -0.1117 -0.6 0.3 -0.2